Formula: C18H19BrI2N4O3PdS
Source: the OMol25 dataset
Level of theory: wB97M-V/def2-TZVPD

```
49
Properties=species:S:1:pos:R:3:lowdin_charge:R:1
Pd 0.173 -0.190 -0.234 0.768
N 2.073 -1.052 3.497 0.086
C 1.765 -0.479 2.308 -0.787
S 0.022 -0.271 2.017 0.771
N 2.690 -0.082 1.512 0.025
N 2.137 0.464 0.371 -0.133
C 2.817 1.293 -0.313 -0.072
C 2.161 2.193 -1.253 -0.197
C 2.964 3.006 -2.061 -0.050
C 2.444 4.060 -2.780 -0.095
C 1.086 4.342 -2.654 -0.091
C 0.272 3.562 -1.859 -0.059
C 0.772 2.446 -1.173 -0.394
O -0.117 1.744 -0.465 -0.259
H 1.360 -1.406 4.104 0.081
H 3.042 -1.177 3.731 0.104
H 3.871 1.433 -0.080 0.138
H 4.028 2.799 -2.092 0.114
H 3.080 4.673 -3.403 0.099
H 0.657 5.180 -3.189 0.105
H -0.785 3.770 -1.763 0.117
I 0.617 -0.658 -2.901 0.526
I -0.747 0.983 -4.423 0.235
C -2.520 -2.521 -1.451 -0.098
C -2.585 -1.635 -0.211 -0.498
C -4.048 -1.358 0.159 -0.076
C -1.892 -0.305 -0.411 -0.229
H -3.041 -3.466 -1.281 0.082
H -1.493 -2.749 -1.728 0.031
H -3.004 -2.024 -2.297 0.083
H -2.119 -2.156 0.631 0.108
H -4.550 -0.797 -0.633 0.084
H -4.122 -0.783 1.082 0.078
H -4.588 -2.296 0.297 0.080
H -2.163 0.426 0.350 0.052
H -2.071 0.123 -1.399 0.040
Br 3.604 -7.686 0.224 0.741
C 2.137 -6.495 0.252 -0.667
C 0.858 -6.988 0.469 -0.188
N -0.215 -6.206 0.501 0.079
C -0.039 -4.901 0.313 -0.070
C 1.204 -4.323 0.089 -0.099
C 2.324 -5.142 0.058 -0.044
C 1.386 -2.843 -0.112 -0.607
O 2.490 -2.360 -0.254 0.042
O 0.255 -2.195 -0.127 -0.287
H 0.700 -8.049 0.624 0.102
H -0.925 -4.281 0.343 0.107
H 3.301 -4.710 -0.112 0.120
```

Summary:
**HOMO**: -8.068 eV
**Frontier orbital gap**: 6.0 eV
**Energy relative to the best compared isomer or geometry (same formula, charge and spin)**: 9.99 kJ/mol
**E_tot**: -4837.50649 Eh
**Largest force on an atom**: 0.53 eV/Å